28
Properties=species:S:1:pos:R:3 method="wB97M-V/def2-TZVPD" relative_energy_kcal_mol=35.9 homo_ev=-6.82 charge=-1 lumo_ev=3.051 homo_lumo_gap_ev=9.87
H 29.51 -0.58 -2.43
O 29.97 -2.02 2.86
H 28.92 4.49 0.88
H 30.92 1.14 3.38
O 28.31 1.35 1.28
H 30.29 -2.74 -1.70
H 28.35 0.28 -2.05
H 29.06 0.87 0.94
O 30.56 1.45 4.23
H 30.64 -1.30 2.74
H 31.34 -1.70 -1.38
O 29.52 4.05 1.48
H 30.42 4.35 -1.48
O 28.70 -2.03 0.33
O 28.80 -0.09 -2.77
H 30.74 2.96 -1.01
O 30.21 3.44 -1.63
H 30.05 0.67 4.58
N 31.16 0.67 0.70
O 30.42 0.14 -0.17
H 28.03 -1.36 0.34
O 31.18 0.20 1.78
H 30.28 3.77 1.00
H 29.37 -1.53 -0.13
O 31.28 1.91 0.70
H 29.42 -1.91 2.03
O 30.74 -1.96 -2.06
H 28.79 2.17 1.39

=====

28
Properties=species:S:1:pos:R:3 method="wB97M-V/def2-TZVPD" relative_energy_kcal_mol=432.4 homo_ev=-5.16 charge=-1 lumo_ev=1.905 homo_lumo_gap_ev=7.06
H 0.26 -0.70 -2.38
H -1.58 -0.29 -0.88
H -0.67 -0.79 0.96
H -0.97 1.10 -2.20
H 0.72 0.35 2.84
O 1.20 1.14 2.13
O 0.03 -0.29 -1.47
O 0.11 2.18 -0.45
H 0.08 2.02 -1.62
H 1.88 1.77 2.36
H 0.74 2.70 0.04
O -0.45 1.88 -2.40
H -0.38 -0.52 2.27
H -2.08 -1.30 1.15
H -3.02 0.11 -0.60
H 0.19 1.30 -0.09
O 0.20 -1.61 0.23
H -0.77 -0.64 -3.49
H 2.58 -2.08 0.10
O -2.14 0.14 -0.22
O -1.34 -0.92 1.63
O 0.25 -0.47 2.99
H 1.10 -2.18 0.44
H 1.42 0.87 1.23
O 0.39 0.46 0.48
O 1.93 -2.67 0.50
N 0.22 -0.52 -0.28
O 0.07 -1.03 -3.26

=====

23
Properties=species:S:1:pos:R:3 method="wB97M-V/def2-TZVPD" s2=0.75 relative_energy_kcal_mol=29.6 spin_multiplicity=2 homo_ev="-9.78 / -9.78" lumo_ev="0.430 / -3.448" homo_lumo_gap_ev="10.21 / 6.33"
H -2.54 2.22 -1.36
H 0.28 2.38 -0.22
O 3.55 -2.03 0.44
H -3.75 -0.53 2.98
H -3.31 1.34 -2.36
O -2.55 1.32 -1.72
H 2.87 0.67 -0.80
H -2.59 -0.48 -0.65
O 0.73 -1.32 1.01
H 0.18 2.87 -1.59
H 4.17 -2.37 1.19
H 4.36 1.33 -0.46
H -1.34 -1.20 -0.03
H 0.67 -0.40 0.73
H 3.78 -1.03 0.22
H -2.88 -1.06 1.77
H -2.51 -2.16 -0.27
O -3.14 -1.27 2.73
N -2.32 -1.22 -0.03
O -0.28 2.99 -0.76
H 1.41 -1.82 0.39
H 1.32 1.23 -0.61
O 3.87 0.52 -0.59

=====

23
Properties=species:S:1:pos:R:3 method="wB97M-V/def2-TZVPD" relative_energy_kcal_mol=120.2 homo_ev=-14.55 charge=+1 lumo_ev=-3.051 homo_lumo_gap_ev=11.50
H -3.23 -2.62 0.52
H 0.74 -0.75 3.10
H 0.01 2.73 -0.95
O 0.47 2.27 -1.54
O 0.00 -1.09 2.94
O 2.73 0.45 0.54
H 0.03 -1.96 2.92
H -1.04 0.27 0.52
H 2.82 -0.18 -0.29
H -0.50 -1.18 0.57
H 0.21 2.97 1.07
H 0.08 0.04 -0.65
N -0.76 -0.31 -0.07
O -3.18 -2.24 -0.39
H -1.43 -0.39 -0.69
H 3.36 1.14 0.50
H 0.56 -2.15 -2.18
H 1.61 -1.69 -3.05
H -3.39 -3.01 -1.02
O -0.71 2.88 0.76
O 1.29 -1.67 -2.03
H 1.28 2.84 -1.67
H -0.92 3.67 1.09

=====

23
Properties=species:S:1:pos:R:3 method="wB97M-V/def2-TZVPD" relative_energy_kcal_mol=28.8 homo_ev=-14.26 charge=+1 lumo_ev=-3.016 homo_lumo_gap_ev=11.25
O 13.19 16.63 -2.30
H 12.86 16.65 -3.20
H 17.33 18.28 -1.04
H 12.65 17.28 -1.83
H 16.08 16.26 -3.79
H 14.88 15.89 -2.63
H 16.95 16.02 -6.05
H 17.63 13.20 -1.86
H 13.95 14.23 -0.43
H 16.28 14.90 -2.84
O 13.76 13.72 -1.23
H 17.90 17.67 -4.86
O 16.36 16.54 -5.48
H 14.27 12.91 -1.12
O 18.59 18.15 -4.40
O 17.24 17.34 -0.83
H 15.64 16.81 -6.06
H 16.38 16.43 -2.14
H 17.84 17.20 -0.09
O 17.20 13.53 -2.66
H 18.15 18.90 -3.99
H 17.54 12.98 -3.37
N 15.88 15.87 -2.85

=====

27
Properties=species:S:1:pos:R:3 method="wB97M-V/def2-TZVPD" relative_energy_kcal_mol=37.4 homo_ev=-13.59 charge=+1 lumo_ev=-4.364 homo_lumo_gap_ev=9.22
H -10.74 -14.45 -9.02
O -12.01 -19.27 -11.96
H -12.83 -15.76 -9.70
H -12.70 -21.45 -9.69
O -11.67 -17.83 -4.19
O -12.50 -16.66 -9.78
H -9.15 -17.55 -6.23
O -13.17 -20.61 -9.76
H -12.28 -17.70 -4.92
H -8.56 -18.22 -10.22
H -7.18 -19.91 -8.21
H -12.89 -19.21 -12.36
O -11.06 -18.86 -8.84
H -8.86 -16.79 -10.70
O -8.11 -20.12 -8.11
H -12.62 -19.99 -9.26
H -8.14 -17.24 -7.38
H -11.76 -17.05 -3.63
H -8.41 -20.33 -9.01
H -12.18 -19.62 -11.07
H -9.27 -14.88 -8.93
O -11.71 -17.15 -7.20
O -10.17 -15.19 -8.80
V -10.75 -17.34 -8.46
O -9.08 -17.29 -7.16
O -9.17 -17.49 -10.11
H -13.21 -17.17 -10.21

=====

24
Properties=species:S:1:pos:R:3 method="wB97M-V/def2-TZVPD" relative_energy_kcal_mol=29.7 smiles=O.O.O.O.O.O.O.S homo_ev=-9.50 lumo_ev=0.287 homo_lumo_gap_ev=9.79
H -0.94 -0.81 -2.62
H -0.46 -0.68 2.72
S -4.48 -0.05 1.31
H 1.07 1.26 -2.31
O -0.13 -2.52 1.34
H 1.71 -1.45 -0.83
H 1.88 0.64 0.08
O 3.70 3.41 -2.81
H -0.49 -1.69 -1.50
O 1.69 1.51 -1.62
H 2.74 -2.40 -1.51
H 4.41 2.75 -2.81
H 1.75 2.47 -1.59
H 3.04 3.04 -3.40
H 0.40 -1.88 0.84
O -0.46 0.15 3.21
H -4.23 0.60 2.45
O -0.58 -0.76 -1.73
H 1.11 0.17 1.32
H -3.78 -1.10 1.75
H 0.20 -3.39 1.10
O 1.65 -0.16 0.58
O 1.81 -2.32 -1.24
H -0.94 -0.08 4.01

=====

24
Properties=species:S:1:pos:R:3 method="wB97M-V/def2-TZVPD" relative_energy_kcal_mol=43.0 smiles=O.O.O.O.O.O.O.O homo_ev=-10.60 lumo_ev=0.278 homo_lumo_gap_ev=10.88
O -6.64 -3.70 -10.23
H -6.26 -2.28 -6.32
H -3.60 -2.03 -10.21
H -3.39 -3.58 -8.37
O -7.80 -2.42 -7.97
O -3.54 -2.63 -8.17
H -8.61 -0.01 -9.03
O -7.91 -0.05 -9.71
H -5.02 -0.83 -7.73
O -5.05 -0.14 -8.38
H -7.36 0.75 -9.63
O -3.77 -1.37 -10.90
H -7.91 -3.25 -8.46
H -5.82 -3.36 -9.99
H -9.56 -1.93 -12.03
H -4.46 -2.66 -7.79
H -6.90 -3.27 -11.06
H -4.57 -0.35 -9.19
O -8.69 -1.93 -11.63
O -5.36 -1.95 -6.33
H -4.29 -1.92 -11.48
H -4.99 -2.32 -5.53
H -8.63 -1.08 -11.13
H -7.37 -1.74 -8.45

=====

Please write out number 1 again, unchanged.
28
Properties=species:S:1:pos:R:3 method="wB97M-V/def2-TZVPD" relative_energy_kcal_mol=35.9 homo_ev=-6.82 charge=-1 lumo_ev=3.051 homo_lumo_gap_ev=9.87
H 29.51 -0.58 -2.43
O 29.97 -2.02 2.86
H 28.92 4.49 0.88
H 30.92 1.14 3.38
O 28.31 1.35 1.28
H 30.29 -2.74 -1.70
H 28.35 0.28 -2.05
H 29.06 0.87 0.94
O 30.56 1.45 4.23
H 30.64 -1.30 2.74
H 31.34 -1.70 -1.38
O 29.52 4.05 1.48
H 30.42 4.35 -1.48
O 28.70 -2.03 0.33
O 28.80 -0.09 -2.77
H 30.74 2.96 -1.01
O 30.21 3.44 -1.63
H 30.05 0.67 4.58
N 31.16 0.67 0.70
O 30.42 0.14 -0.17
H 28.03 -1.36 0.34
O 31.18 0.20 1.78
H 30.28 3.77 1.00
H 29.37 -1.53 -0.13
O 31.28 1.91 0.70
H 29.42 -1.91 2.03
O 30.74 -1.96 -2.06
H 28.79 2.17 1.39